No. 1
147
Properties=species:S:1:pos:R:3:forces:R:3 method="wB97M-V/def2-TZVPD" charge=0 homo_lumo_gap_ev=8.57
Cl 1.84566 1.04112 0.87719 0.02 0.08 -0.06
Cl -9.34708 -1.90275 6.45398 0.05 0.02 0.07
Cl 8.48110 -1.96595 -1.69950 -0.23 0.05 -0.01
H -2.65033 -1.53089 -1.85460 0.43 0.19 -0.22
Cl 13.36117 -2.78964 -4.21409 0.00 0.02 0.09
O -0.96299 0.15184 -1.15086 0.63 0.02 -0.36
C -12.83062 -3.49723 4.28703 -0.01 -0.02 0.05
Cl -14.34754 -2.11477 -1.02261 0.23 -0.01 -0.11
C -8.03646 -1.44121 7.55069 0.01 -0.05 -0.06
H -5.72971 -0.53822 -3.77655 -0.26 -0.49 0.15
H -4.98286 -5.85429 -1.37874 -0.30 -0.18 -0.45
Cl 6.39245 -0.49797 -0.35365 -0.20 -0.09 -0.26
C -3.11657 -1.24045 -3.93506 0.35 -1.23 0.59
Cl -6.50881 -1.39810 6.66207 -0.14 -0.10 0.04
H -3.89962 -5.98535 -2.75640 -0.44 0.17 0.13
C -5.81634 -6.80884 -3.22102 0.44 -0.92 0.61
Cl 4.86861 5.02075 -5.27270 0.04 -0.08 0.06
C 5.41514 -5.20549 5.40711 -0.06 0.02 -0.04
Cl 6.73350 -10.07260 4.72525 -0.08 -0.05 -0.03
H -3.14872 -3.93193 -3.27169 -0.41 0.04 -0.86
C 9.62895 -0.70685 1.96229 0.01 -0.01 0.01
Cl 6.29250 0.93937 7.03002 0.01 -0.07 -0.04
Cl -4.49085 3.80163 1.79923 0.06 -0.12 -0.09
N -7.96483 -1.72248 -3.13018 0.02 -1.81 0.72
C -4.94600 -5.76596 -2.48084 -0.38 0.34 -0.55
Cl -4.95329 1.56864 7.46178 0.17 0.10 -0.07
Cl -3.31765 -0.25600 5.92236 -0.40 0.24 0.09
Cl 18.98414 -3.22203 0.40732 -0.04 0.06 -0.04
C 2.66136 1.75171 -0.52017 -0.15 0.03 0.04
Cl -1.21246 -2.72502 0.69768 -0.10 0.10 -0.55
Cl -0.98604 11.98862 -6.07173 0.05 0.01 -0.01
Cl 7.87033 5.93416 2.66829 0.04 -0.24 -0.12
C 3.03705 -3.63781 0.99355 0.01 0.04 -0.06
Cl 17.67177 -2.49217 -2.06040 0.03 0.02 0.08
Cl -16.25905 0.66384 -0.05388 -0.02 0.06 0.16
C 6.46205 5.01930 2.11475 0.04 0.01 0.11
Cl 14.26880 -0.84234 -2.28278 -0.09 -0.06 -0.03
Cl 0.08665 -4.44752 5.95907 -0.06 0.09 -0.09
Cl 0.38577 14.45253 -11.95963 -0.04 -0.08 0.00
Cl -14.18958 -4.48578 3.73497 0.07 0.07 0.02
Cl -3.62040 -4.20128 1.30100 0.03 0.00 -0.07
Cl 10.86302 -1.55225 1.02165 -0.06 0.14 0.27
Cl -13.45547 0.28448 -2.36831 0.08 -0.10 0.01
Cl -4.39826 2.66624 -0.85958 0.03 -0.03 0.07
C -2.06314 -1.30346 -2.76380 -0.69 0.82 -0.28
Cl 11.63039 -1.99053 -2.04065 0.28 -0.02 -0.26
Cl -11.81034 -2.09461 -2.42450 -1.84 0.28 0.35
C -12.93675 -1.12954 -1.44514 -0.28 -0.05 0.03
C 0.60297 12.46674 -6.69414 0.12 0.02 -0.07
Cl -2.53290 -4.23599 -1.37118 0.95 -0.22 2.16
Cl -1.15298 -5.61835 0.78286 -0.05 0.11 -0.01
Cl 13.96292 -3.61001 -1.50955 -0.04 0.06 -0.04
Cl 1.79579 11.23931 -6.25709 0.15 0.62 -0.53
Cl 4.84172 9.07524 6.09068 0.07 0.01 -0.05
Cl 2.99707 -2.14542 0.04818 0.06 -0.26 0.08
Cl 7.69062 8.76286 5.72067 -0.06 0.02 -0.04
Cl 5.63768 4.30399 3.50522 0.03 0.04 -0.09
Cl 4.07070 2.66794 0.02717 -0.08 -0.15 0.05
Cl 5.19419 -1.01605 5.20045 0.13 0.26 0.06
Cl 1.75111 6.67443 -4.95021 -0.04 0.10 0.03
Cl 2.27239 7.76661 -2.32297 -0.06 0.16 -0.05
Cl 19.00676 -0.47333 -0.48298 -0.05 -0.07 0.00
C 2.09171 8.15221 -4.04149 -0.16 -0.04 0.04
Cl -1.89456 12.79686 -11.32408 0.08 0.00 -0.05
C -3.48891 1.41186 6.48103 -0.07 0.03 -0.07
Cl 9.04447 0.68935 1.04789 0.32 0.00 0.24
Cl 4.50396 -11.72161 5.53377 0.04 0.04 -0.07
H -0.43496 0.09347 -3.17424 -0.17 0.31 0.49
Cl -0.91815 -3.11910 3.57944 -0.25 -0.06 0.59
C -15.82631 0.76946 1.66017 -0.03 -0.05 0.01
Cl 2.87056 -5.02944 -0.08952 0.00 0.05 0.07
C 18.05361 -1.96246 -0.41607 -0.01 -0.01 0.00
Cl 6.98786 3.73542 1.01713 0.03 0.06 0.00
Cl -14.89185 2.24549 1.93941 -0.03 -0.08 -0.02
C 7.25149 -0.70499 -1.88150 -0.12 0.00 0.09
Cl 5.89173 -12.27933 3.06204 -0.04 0.07 0.05
Cl -13.33308 -2.52423 5.67615 0.04 -0.04 -0.08
H -5.57666 -6.86099 -4.29807 -0.28 0.35 0.42
C 5.34088 -11.00017 4.15260 0.03 -0.01 0.03
Cl 5.09243 -6.69595 4.51090 0.03 0.07 0.05
C -8.92042 -2.53599 -2.72057 -0.93 0.39 -0.13
Cl -0.53034 -1.61888 5.98753 0.44 -0.29 0.10
C -5.23034 -4.30102 -2.85333 0.98 -0.04 -0.30
Cl -2.66416 -3.56534 5.83074 0.06 -0.03 0.00
Cl 5.89857 8.42181 3.48304 -0.13 0.27 0.21
Cl -3.63351 1.06363 1.42099 0.01 0.02 -0.03
C -6.55374 -3.72112 -2.79760 0.38 -0.62 0.30
Cl 1.06868 14.02094 -5.98777 -0.04 -0.07 -0.02
Cl 16.55329 -1.66240 0.47204 0.10 -0.02 -0.01
C 6.18928 9.32846 4.97241 -0.03 0.01 -0.03
Cl 1.53980 2.82294 -1.37667 -0.14 -0.28 0.22
Cl 4.23106 -9.92585 3.28703 0.04 -0.04 0.02
C -0.42057 12.91393 -12.29511 -0.02 0.00 -0.03
Cl -11.48656 -4.54705 4.75608 -0.06 0.06 -0.03
Cl 0.52399 12.61848 -8.45472 -0.01 -0.01 0.11
Cl 4.56732 -3.74824 1.87322 0.04 0.03 -0.26
Cl 8.28554 -1.81341 2.27569 0.13 -0.04 -0.14
Cl -0.83641 12.82652 -14.01222 0.03 0.00 0.09
Cl 3.76770 4.79526 -2.60615 0.34 0.07 -0.41
H -3.39269 -0.19482 -4.13526 -0.06 -0.43 -0.05
Cl 0.66523 11.57878 -11.88203 -0.05 0.06 -0.02
H -5.52627 -7.80363 -2.82094 -0.15 0.40 -0.22
Cl 8.02039 -0.49288 5.20278 -0.43 0.08 0.63
H -9.62999 -4.49754 -2.06860 0.36 0.23 -0.05
C -1.00062 -3.19449 5.34489 0.07 0.04 0.01
Cl 5.80123 2.94591 -3.48954 -0.17 0.02 -0.03
Cl -7.92307 -2.62233 8.86308 -0.01 0.06 -0.06
C -4.14871 -3.51831 -3.22055 -1.94 1.46 -0.99
Cl 8.03314 0.81841 -2.33857 0.07 -0.10 0.02
Cl 10.32963 -0.14355 3.50050 0.30 -0.08 -0.49
Cl -14.85387 -0.63750 2.11626 -0.25 0.22 0.09
Cl 6.10458 -1.17471 -3.14530 0.07 0.02 0.04
H -2.64895 -1.70285 -4.82269 -0.27 0.50 0.08
H -1.34318 -2.12429 -2.90064 -0.22 0.32 0.05
N -7.58182 -4.52421 -2.38391 -0.55 1.07 -0.26
Cl 0.75412 9.28793 -4.25235 -0.13 -0.57 0.52
Cl 6.32962 11.05242 4.59852 0.00 -0.08 0.03
H -2.01445 0.89730 -2.72867 0.31 -0.32 -0.43
Cl 6.93459 -4.49210 4.83719 -0.06 -0.02 -0.02
H -1.76392 0.03545 -0.62392 0.08 0.04 -0.15
C -2.12453 -4.19869 0.35595 0.18 -0.24 -0.05
H -9.95149 -2.11080 -2.63829 2.40 -0.45 -0.29
Cl -3.58932 2.46670 5.06568 -0.04 0.05 0.08
C -8.74963 -3.91463 -2.36855 0.25 0.17 0.02
Cl 4.09582 -4.06254 5.14214 -0.11 -0.33 0.27
Cl -12.11608 -0.59782 0.03039 0.07 -0.01 -0.22
Cl -2.07853 1.85692 7.45431 -0.05 -0.05 -0.05
Cl -1.94226 3.23687 0.54958 -0.11 -0.07 0.02
Cl 6.81221 -1.87423 7.43945 -0.04 0.07 -0.04
C 6.58118 -0.60982 6.22231 -0.03 0.00 -0.05
Cl 3.59064 8.88350 -4.63995 -0.03 -0.06 0.03
C -6.75533 -2.36288 -3.13682 1.26 0.71 -0.54
C 4.39236 3.89241 -3.99451 0.07 0.06 0.10
Cl 3.14086 2.80210 -4.60952 0.06 0.07 -0.01
Cl 3.20318 0.46667 -1.61453 -0.11 0.24 -0.10
Cl 1.69731 -3.61618 2.14446 0.38 -0.11 0.00
Cl -8.37009 0.16095 8.22652 0.02 -0.06 -0.03
H -6.89252 -6.71628 -3.03468 0.43 0.22 -0.25
C -1.32877 0.05087 -2.53435 -0.95 -0.74 0.64
Cl -12.31273 -2.42667 2.97617 0.07 -0.16 0.06
C -4.33598 -2.10399 -3.56093 0.29 -0.87 0.05
C -5.60420 -1.59826 -3.51670 0.20 0.62 -0.12
Cl 5.54521 -5.57193 7.13378 0.02 0.02 -0.09
Cl -17.30012 0.80904 2.63884 0.07 0.01 -0.05
Cl 5.34647 6.10069 1.25905 0.06 -0.12 -0.05
C -3.61521 2.69368 0.72681 0.10 0.09 0.01
C 13.30639 -2.30809 -2.51235 0.03 -0.01 -0.01

***

No. 2
71
Properties=species:S:1:pos:R:3:forces:R:3 method="wB97M-V/def2-TZVPD" spin_multiplicity=3 charge=-2 relative_energy_kcal_mol=14.4 homo_lumo_gap_ev="4.68 / 5.68" s2=2.043
C 5.68890 0.02175 -4.47500 -0.02 -0.02 0.01
H -2.97879 -0.60646 -1.84232 0.04 0.03 -0.01
C -0.89020 1.07789 -2.83378 -0.05 -0.07 -0.04
C 2.87688 1.91699 0.93978 0.02 0.01 -0.04
H 5.03536 2.07889 1.34343 -0.01 0.00 0.00
C 0.52450 0.71347 4.58653 0.08 -0.14 -0.04
H -0.12752 -3.34719 1.45868 0.01 0.00 0.00
H -1.83888 1.39867 -2.43329 -0.01 0.00 -0.02
C -0.26229 1.87930 4.50668 -0.10 0.13 -0.03
C 1.26014 0.55406 -2.79384 -0.10 0.03 -0.15
C 5.42233 -1.22219 -5.05267 -0.18 0.09 0.17
C 3.03249 1.03542 -1.08161 0.18 0.09 0.18
H -2.16384 -4.13035 -0.01886 0.01 -0.01 -0.03
C 0.84223 0.52965 -4.13352 0.08 -0.11 0.05
C -1.67364 -3.96697 -0.97152 0.01 0.02 -0.01
N 2.14475 1.45121 -0.10431 -0.04 -0.02 -0.07
Cl -0.67191 2.73783 5.95720 0.01 -0.02 -0.02
C 2.61600 0.50360 -2.32675 0.01 0.01 -0.08
C 4.23182 1.79241 0.68172 -0.05 0.02 0.02
C -0.43119 -3.55352 -3.41337 0.01 0.04 -0.01
H -0.81556 -5.63318 -3.79521 0.00 0.01 0.00
C 4.79366 0.58370 -3.58632 0.04 0.02 -0.05
C -0.52454 0.85756 -4.14819 -0.09 0.06 0.01
C -1.73473 -1.92841 1.47146 -0.06 0.01 0.03
C 6.34339 -1.79935 -5.97537 0.11 -0.09 -0.12
H 5.25794 0.96259 -1.09695 -0.02 -0.02 0.01
N 0.17235 0.86918 -2.00662 0.19 -0.01 0.20
N 7.08614 -2.26468 -6.72448 0.01 0.00 -0.01
H 4.03705 -2.86732 -5.13697 0.00 0.00 0.00
C -1.16512 -2.70914 -1.27978 -0.09 -0.03 0.06
C -0.54479 -2.50684 -2.51140 0.03 -0.01 -0.03
C -0.92104 -4.81348 -3.09371 -0.01 -0.02 0.02
C 4.34231 1.22388 -0.59306 -0.05 -0.03 -0.03
H -3.86183 -1.21596 -0.44469 0.02 -0.03 0.03
O -4.19701 1.36023 -0.22417 0.08 0.07 0.04
C 0.36631 0.46895 2.24238 0.13 0.24 -0.14
Br 1.63602 -1.63199 0.06326 0.01 -0.01 -0.04
C -0.93346 -2.91891 2.04007 -0.01 0.03 0.00
C -0.71022 2.36251 3.27714 -0.01 -0.18 0.09
H -3.35289 -0.54924 1.84976 0.01 0.01 0.00
H -1.16579 0.95122 -5.01192 0.00 0.01 0.01
C -3.10570 0.80288 -0.20811 -0.41 -0.28 -0.05
Cl -1.66498 3.77633 3.13575 -0.06 0.12 -0.04
C 0.87106 -0.01171 3.44406 -0.19 0.04 -0.03
H -1.92982 -5.99787 -1.61308 0.00 0.00 0.00
H 4.99438 1.55983 -3.16686 0.00 -0.01 -0.02
H 6.59749 0.54709 -4.74184 0.00 0.01 0.00
H 1.48017 0.35056 -4.98597 -0.03 0.01 0.02
Cl 1.87987 -1.39772 3.56999 0.10 -0.11 0.03
C -1.13115 -3.31125 3.35530 0.00 -0.02 0.04
C -1.54318 -5.01862 -1.87075 0.00 0.01 -0.01
Ti 0.14552 0.95213 0.04955 -0.54 -0.14 0.11
H -3.67787 -1.23825 4.16832 0.01 0.00 0.00
Cl -0.13745 3.32440 -0.02597 0.20 0.06 0.05
H -0.13427 -1.53464 -2.75981 -0.01 -0.01 0.02
C -2.91332 -1.72303 3.57318 -0.01 0.00 -0.02
C -0.31902 1.57083 2.22708 0.18 -0.04 0.08
C -2.99614 -0.62824 -0.75120 0.08 -0.02 0.04
C 4.23796 -1.89158 -4.71259 0.05 0.00 -0.03
H 2.39371 2.31236 1.81951 -0.01 0.00 0.00
C -2.11571 -2.71284 4.12936 0.01 0.00 -0.03
H -2.25169 -3.00678 5.16342 0.01 0.00 0.00
P -1.37732 -1.26135 -0.18679 0.17 0.11 -0.07
H 2.44531 -1.84670 -3.54571 0.01 0.01 -0.02
H 0.05394 -3.38103 -4.36724 0.00 0.00 0.01
Cl 1.07502 0.17742 6.14147 -0.02 0.02 0.00
C 3.34636 -1.31976 -3.83338 0.00 0.02 -0.01
O -2.01751 1.27315 0.27573 0.35 0.14 -0.17
H -0.48780 -4.06926 3.78613 0.00 0.01 0.00
C -2.72916 -1.33660 2.25267 0.00 -0.03 0.03
C 3.59474 -0.06359 -3.24807 -0.03 -0.02 0.10